DFT (wB97M-V/def2-TZVPD) results for a molecular structure, C33H27AsN4O4PdS2 in a non-equilibrium geometry.

Element x y z (Å)
Pd  0.93946  0.49353  1.27261
C  1.46579  5.20760  4.05296
S  0.36476  3.86207  4.57396
C  0.92708  2.54238  3.56348
S  1.47688  2.82725  1.95112
N  0.92831  1.37675  4.14346
N  1.19027  0.34792  3.34013
C  1.76701  -0.71620  3.77276
C  2.16683  -1.70532  2.79499
C  2.44862  -3.03302  3.11670
C  2.76460  -3.91930  2.10924
C  2.80559  -3.46352  0.79588
C  2.56868  -2.12379  0.55874
N  2.27836  -1.25745  1.52802
H  1.08668  6.11139  4.52346
H  1.44495  5.30588  2.97156
H  2.47229  4.99371  4.40299
H  1.98115  -0.83021  4.82988
H  2.39617  -3.35345  4.14882
H  2.97437  -4.95709  2.33044
H  3.02564  -4.13080  -0.02523
H  2.64911  -1.71155  -0.44068
C  -1.59185  4.34578  -2.79872
C  -0.42492  4.48157  -2.06076
C  0.22549  3.35835  -1.57868
C  -0.26774  2.08580  -1.85431
C  -1.45567  1.95629  -2.56482
C  -2.11141  3.08327  -3.03801
As  0.67662  0.54737  -1.11690
C  -0.14324  -0.93642  -2.06913
C  -0.30297  -0.91176  -3.45520
C  -0.90066  -1.97995  -4.10223
C  -1.36686  -3.06776  -3.37436
C  -1.21450  -3.09650  -1.99692
C  -0.58788  -2.03986  -1.34806
C  2.40417  0.68818  -2.03602
C  3.26119  1.71288  -1.63692
C  4.48669  1.88772  -2.25802
C  4.89193  1.01233  -3.25539
C  4.07441  -0.04955  -3.61053
C  2.83568  -0.21136  -3.00604
H  -2.10445  5.22265  -3.17230
H  -0.02551  5.46563  -1.85256
H  1.10757  3.47607  -0.96309
H  -1.87889  0.97663  -2.74046
H  -3.03471  2.97051  -3.59155
H  0.03949  -0.05358  -4.02139
H  -1.00999  -1.96144  -5.17909
H  -1.85173  -3.89151  -3.88208
H  -1.59509  -3.93503  -1.42720
H  -0.45085  -2.06172  -0.27304
H  2.97520  2.36092  -0.81673
H  5.13118  2.70414  -1.95859
H  5.84807  1.14709  -3.74399
H  4.39764  -0.75859  -4.36207
H  2.20679  -1.04529  -3.28810
O  -1.46699  0.88787  1.41678
C  -1.65655  -0.33194  1.61052
O  -0.73521  -1.19499  1.65150
C  -3.06218  -0.83760  1.79348
C  -4.00810  -0.09320  2.48672
C  -5.28135  -0.60456  2.69907
C  -5.62963  -1.84599  2.19663
C  -4.68402  -2.56499  1.47854
C  -3.40135  -2.08149  1.28571
N  -5.04456  -3.86263  0.91194
O  -6.16458  -4.28762  1.12495
O  -4.20408  -4.45248  0.25488
H  -3.72906  0.88294  2.86160
H  -6.00825  -0.02768  3.25478
H  -6.61322  -2.26594  2.34609
H  -2.67668  -2.66939  0.74478

As for the LUMO energy (alpha / beta): -0.037 / -0.041 hartree. The calculation puts the HOMO-LUMO gap (alpha / beta) at 6.64 / 6.67 eV. As for the multiplicity: 1. Its maximum force is 0.038 hartree/bohr.